*one*
A gas-phase ion, C5H11O2 (charge -1). Source: OMol25; level of theory: wB97M-V/def2-TZVPD.

XYZ file:
```
18
Properties=species:S:1:pos:R:3:mulliken_charge:R:1
C 0.4488 -0.1745 1.7789 -0.5984
O 1.3136 0.9206 2.0874 -0.5727
C 0.9640 -1.0246 0.6479 -0.4446
C 1.1086 -0.2393 -0.6625 -0.7106
C -0.1700 0.4980 -1.0981 -0.3852
C -1.4395 -0.3778 -1.1989 -0.3261
O -2.4925 0.2700 -1.7085 -0.8860
H -0.5491 0.1901 1.5298 0.2931
H 0.3514 -0.7707 2.6983 0.3368
H 1.1934 1.5710 1.3845 0.3431
H 0.2676 -1.8498 0.4645 0.3346
H 1.9405 -1.4677 0.8800 0.3196
H 1.4064 -0.9187 -1.4650 0.3406
H 1.9115 0.4942 -0.5163 0.3042
H -0.3795 1.3482 -0.4284 0.1268
H 0.0085 0.8780 -2.1090 0.3540
H -1.1218 -1.2868 -1.7919 0.1332
H -1.6184 -0.8084 -0.1666 0.0376
```

Gap between HOMO and LUMO (eV): 6.0
Net charge: -1



*two*
A gas-phase ion, C5H11O2 (charge -1). Source: OMol25; level of theory: wB97M-V/def2-TZVPD.

XYZ file:
```
18
Properties=species:S:1:pos:R:3:mulliken_charge:R:1
C 1.6840 -0.5127 0.9851 -0.4388
O 1.6251 -1.4400 -0.0477 -0.8683
C 1.2837 1.0704 0.3829 -0.6100
C 0.0852 1.0665 -0.5306 -0.2926
C -0.7672 -0.0489 -1.1722 -0.5904
C -1.9033 -0.6364 -0.3298 -0.5659
O -1.3642 -1.5264 0.7136 -0.5535
H 2.5975 -0.5510 1.6066 0.3916
H 0.8892 -0.5096 1.9205 0.0506
H 2.3939 1.3374 -0.0404 0.2414
H 1.0849 1.5372 1.3693 0.2892
H -0.7686 1.6542 0.2085 0.0918
H 0.4272 1.8090 -1.2860 0.2711
H -0.1568 -0.8186 -1.4997 0.3962
H -1.2899 0.4443 -1.9951 0.3452
H -2.7109 -1.1927 -0.7858 0.2822
H -2.5493 0.2035 0.1811 0.2258
H -0.5604 -1.8862 0.3198 0.3345
```

Gap between HOMO and LUMO (eV): 6.6
Net charge: -1



*three*
2 unconnected molecules or ions with the total composition C5H11O2. Source: OMol25; level of theory: wB97M-V/def2-TZVPD.

XYZ file:
```
18
Properties=species:S:1:pos:R:3:mulliken_charge:R:1
C -0.3244 0.6661 1.2939 0.1148
C -1.6176 0.1690 1.9808 -1.0837
C 0.9388 0.3043 2.1304 -1.1656
H -0.2306 0.1679 0.3929 0.0268
H -0.3769 1.7081 1.1529 0.2971
H -1.9002 0.9004 2.7726 0.2785
H -1.4530 -0.8053 2.4657 0.2857
H 0.8850 0.8389 3.1277 0.3130
H 0.9305 -0.7571 2.3632 0.3087
H -2.4857 0.0629 1.2786 0.3025
H 1.8784 0.5676 1.6868 0.3066
C 0.1873 -0.3885 -3.5039 -0.9005
C 0.9876 -0.8014 -2.2435 0.6194
O 1.3554 0.1295 -1.4935 -0.7264
O 1.2695 -2.0017 -2.0025 -0.7481
H 0.7566 0.2528 -4.0779 0.2622
H -0.6698 0.2159 -3.2051 0.2136
H -0.1308 -1.2293 -4.1191 0.2955
```

Gap between HOMO and LUMO (eV): 7.5
Net charge: -1



Here are the energies relative to the best structure, in kJ/mol: *one* 178.0; *two* 380.4; *three* 0.0.



*one*
2 unconnected molecules or ions with the total composition C5H11O2. Source: OMol25; level of theory: wB97M-V/def2-TZVPD.

XYZ file:
```
18
Properties=species:S:1:pos:R:3:mulliken_charge:R:1
C -1.8512 -0.4183 -0.8120 -0.2968
C -2.3199 -1.8766 -0.7314 -1.1731
C -0.3653 -0.2789 -0.4531 -1.0151
H -2.1553 0.0268 -1.7609 0.3124
H -2.5023 0.2057 -0.1916 0.3101
H -2.0006 -2.3019 0.2181 0.3136
H -1.8533 -2.4828 -1.5105 0.2871
H -0.3059 0.2377 0.5073 0.0957
H 0.1643 -1.1919 -0.3311 0.4217
H -3.3907 -1.8225 -0.9263 0.3519
H 0.1073 0.4583 -1.0947 0.3464
C 2.1372 1.1182 1.6010 -0.9418
C 2.7008 1.5957 0.1957 0.6342
O 2.1108 2.5863 -0.2759 -0.7128
O 3.7053 0.9472 -0.1668 -0.7276
H 2.4365 1.8542 2.3520 0.3316
H 2.3316 0.0637 1.7751 0.2262
H 1.0506 1.2792 1.6051 0.2364
```

Gap between HOMO and LUMO (eV): 7.2
Net charge: -1



*two*
2 unconnected molecules or ions with the total composition C5H11O2. Source: OMol25; level of theory: wB97M-V/def2-TZVPD.

XYZ file:
```
18
Properties=species:S:1:pos:R:3:mulliken_charge:R:1
C -1.8748 -3.0051 1.8568 -0.9183
C -1.2041 -2.0874 0.8398 -0.6626
H -1.2909 -3.2027 2.7650 0.2690
H -2.7546 -2.5158 2.2890 0.2642
H -2.2222 -3.9625 1.4716 0.2799
H -1.4809 -2.4345 -0.1552 0.2822
H -0.1225 -2.1919 0.9196 0.2270
H -1.4619 -1.0522 1.0292 0.2549
C 1.0612 1.2245 -1.5124 -0.4380
C 1.8042 -0.1393 -1.5587 -0.7923
C 0.2902 1.5880 -0.1927 0.4237
O -0.4695 2.5667 -0.3547 -0.7506
O 0.5229 0.8773 0.8004 -0.6932
H 1.7934 2.0510 -1.5180 0.1809
H 0.4957 1.4616 -2.4143 0.3513
H 2.8809 0.0342 -1.5763 0.2570
H 1.4677 -0.9048 -2.2460 0.2764
H 1.6075 -0.4546 -0.5200 0.1889
```

Gap between HOMO and LUMO (eV): 7.6
Net charge: -1



Here are the energies relative to the best structure, in kJ/mol: *one* 13.0; *two* 0.0.



*one*
C4H5NO2 in the gas phase. Source: OMol25; level of theory: wB97M-V/def2-TZVPD.

XYZ file:
```
12
Properties=species:S:1:pos:R:3:mulliken_charge:R:1
O 2.5687 1.2550 0.2713 -0.4254
C 2.1022 0.2507 -0.1685 0.0710
C 0.9195 -0.5466 0.4059 0.4371
O 1.3478 -1.5846 0.7718 -0.4364
N -0.5074 -0.3508 0.5318 -0.1921
C -1.4216 -0.3645 -0.5913 -0.4798
C -1.4354 0.7498 0.3836 -0.1927
H 2.6899 -0.4544 -0.8160 0.2844
H -2.0744 -1.2357 -0.5345 0.2335
H -1.0908 -0.1168 -1.5944 0.2512
H -1.0427 1.7283 0.1247 0.2541
H -2.2287 0.7469 1.1355 0.1952
```

Gap between HOMO and LUMO (eV): 9.8



*two*
2 unconnected molecules or ions with the total composition C4H5NO2. Source: OMol25; level of theory: wB97M-V/def2-TZVPD.

XYZ file:
```
12
Properties=species:S:1:pos:R:3:mulliken_charge:R:1
O 0.9485 -2.4332 -0.0089 -0.2880
C 1.0473 -1.3102 0.2200 0.8362
C 1.3472 0.0181 0.2534 -0.9635
C -0.1682 0.7889 -0.9137 -0.3046
N -1.1664 1.1253 -0.1128 -0.5608
C -1.7197 0.1254 0.5955 0.0820
O -1.1819 -0.9683 0.8354 -0.5958
H 1.0844 0.5497 1.1618 0.3235
H 2.3065 0.2598 -0.2008 0.3610
H -0.2586 -0.0854 -1.5688 0.3077
H 0.4297 1.6009 -1.3280 0.3922
H -2.6952 0.3604 1.0478 0.4102
```

Gap between HOMO and LUMO (eV): 9.2



*three*
C4H5NO2 in the gas phase. Source: OMol25; level of theory: wB97M-V/def2-TZVPD.

XYZ file:
```
12
Properties=species:S:1:pos:R:3:mulliken_charge:R:1
C 1.2883 -1.6056 0.3259 -0.9199
C 0.2430 -0.5524 -0.1334 0.7621
C 0.2521 0.3867 -1.1447 -0.5583
O -0.6742 1.3761 -0.8987 -0.2396
C -1.3317 1.1575 0.1932 0.3196
O -2.0255 2.3237 0.4180 -0.4213
N -0.6327 -0.3905 0.8430 -0.5376
H 1.4325 -1.6730 1.4237 0.3090
H 1.1345 -2.6261 -0.0415 0.2415
H 2.2014 -1.1676 -0.0592 0.2974
H 0.7247 0.4660 -2.1062 0.3868
H -2.6124 2.3051 1.1799 0.3603
```

Gap between HOMO and LUMO (spin up / spin down) (eV): 8.3 / 8.3



Here are the energies relative to the best structure, in kJ/mol: *one* 18.6; *two* 0.0; *three* 133.0.